{"formula": "C44H59ClCrNO5", "method": "ωB97M-V/def2-TZVPD", "charge": -2, "multiplicity": 4, "energy_ev": -99259.4959, "homo_energy_ev": [-0.63, -0.93], "species": ["Cr", "C", "C", "C", "C", "C", "C", "C", "N", "C", "C", "C", "C", "C", "C", "O", "C", "C", "C", "C", "C", "C", "C", "C", "C", "O", "C", "C", "C", "C", "C", "C", "H", "H", "H", "H", "H", "H", "H", "H", "H", "H", "H", "H", "H", "H", "H", "H", "H", "H", "H", "H", "H", "H", "H", "H", "H", "H", "H", "H", "H", "H", "H", "H", "H", "H", "H", "H", "H", "H", "H", "H", "Cl", "C", "C", "C", "C", "O", "C", "C", "O", "C", "H", "H", "H", "H", "C", "C", "C", "C", "C", "C", "H", "H", "H", "H", "H", "H", "H", "H", "H", "C", "O", "C", "C", "H", "H", "H", "H", "H", "H"], "coordinates": [[1.6884, -0.4209, -0.6155], [-4.2442, -5.0348, -0.0556], [-4.1312, -3.6464, -0.6994], [-4.9011, -2.6604, 0.1806], [-4.8098, -3.6808, -2.0760], [-2.6596, -3.2530, -0.8638], [-2.1555, -2.0498, -0.3435], [-0.8322, -1.6954, -0.5606], [-0.2151, -0.5404, -0.1757], [-0.6298, 0.2751, 0.8745], [-1.8123, 0.9681, 0.9455], [-2.1038, 1.8020, 2.0432], [-1.1402, 1.8969, 3.0290], [0.0894, 1.2063, 3.0076], [0.3845, 0.3757, 1.9022], [1.4836, -0.2851, 1.7190], [1.0510, 1.4604, 4.1813], [1.5823, 2.8989, 4.0882], [0.3064, 1.2987, 5.5168], [2.2639, 0.5240, 4.2449], [-3.4388, 2.5453, 2.0847], [-4.5927, 1.5342, 2.0251], [-3.5565, 3.4949, 0.8838], [-3.6048, 3.3735, 3.3582], [0.0513, -2.5908, -1.2420], [1.3226, -2.1779, -1.3317], [-0.4323, -3.7863, -1.7543], [-1.8066, -4.0783, -1.5670], [0.4048, -4.7785, -2.5803], [0.2373, -4.4275, -4.0656], [-0.0848, -6.2189, -2.3612], [1.9050, -4.7798, -2.2549], [-5.2957, -5.3064, 0.0888], [-3.7454, -5.0451, 0.9156], [-3.7751, -5.8007, -0.6747], [-5.9333, -3.0047, 0.2985], [-4.9272, -1.6621, -0.2596], [-4.4535, -2.5714, 1.1719], [-5.8642, -3.9663, -1.9846], [-4.3155, -4.3937, -2.7377], [-4.7552, -2.6989, -2.5504], [-2.7838, -1.3702, 0.2142], [-2.5095, 0.8674, 0.1189], [-1.3303, 2.5467, 3.8744], [0.7664, 3.6257, 4.1083], [2.1246, 3.0393, 3.1508], [2.2646, 3.1175, 4.9178], [-0.5053, 2.0183, 5.6341], [0.9999, 1.4390, 6.3530], [-0.1220, 0.2968, 5.5884], [2.8956, 0.6052, 3.3654], [1.9615, -0.5218, 4.3018], [2.8423, 0.7773, 5.1426], [-4.5523, 0.9394, 1.1115], [-5.5619, 2.0444, 2.0562], [-4.5342, 0.8429, 2.8688], [-3.4595, 2.9544, -0.0593], [-2.7665, 4.2477, 0.9129], [-4.5248, 4.0079, 0.8867], [-3.5557, 2.7456, 4.2504], [-4.5775, 3.8750, 3.3467], [-2.8308, 4.1393, 3.4420], [-2.2021, -4.9947, -1.9882], [-0.8181, -4.4389, -4.3492], [0.7787, -5.1415, -4.6968], [0.6279, -3.4271, -4.2631], [-1.0836, -6.3930, -2.7654], [-0.1066, -6.4630, -1.2972], [0.5961, -6.9134, -2.8626], [2.3706, -3.8243, -2.4651], [2.3865, -5.5651, -2.8508], [2.0817, -4.9884, -1.1977], [8.6432, 1.7893, 0.8903], [7.1357, 1.0209, 0.4123], [7.1651, -0.2669, -0.1619], [6.0170, -0.8950, -0.5380], [4.7196, -0.2892, -0.3589], [3.6774, -0.9215, -0.7070], [4.7407, 1.0203, 0.2048], [3.5152, 1.7710, 0.3768], [2.3962, 1.3882, 0.0644], [5.9380, 1.6491, 0.5826], [8.1235, -0.7534, -0.3047], [6.0350, -1.8818, -0.9828], [3.6219, 2.7781, 0.8265], [5.8980, 2.6443, 1.0122], [1.8690, 5.3229, -1.3825], [0.6459, 4.4136, -1.2190], [-0.5858, 5.1046, -1.8189], [0.3984, 4.1479, 0.2735], [0.8841, 3.1195, -1.8854], [1.0146, 1.9630, -2.2075], [1.6903, 6.2893, -0.9012], [2.0886, 5.4921, -2.4387], [2.7478, 4.8652, -0.9251], [-0.7577, 6.0681, -1.3288], [-1.4703, 4.4814, -1.6805], [-0.4520, 5.2718, -2.8900], [0.1633, 5.0845, 0.7932], [1.2770, 3.7025, 0.7377], [-0.4210, 3.4449, 0.4198], [3.2568, -0.2890, -3.6032], [2.1078, 0.5063, -3.7007], [1.2085, 0.5559, -2.5548], [-0.1176, 0.0237, -3.1033], [4.0441, 0.1889, -3.0095], [3.6336, -0.4204, -4.6228], [3.0468, -1.2691, -3.1693], [-0.3084, 0.5124, -4.0670], [-0.9409, 0.2329, -2.4230], [-0.0755, -1.0541, -3.2643]], "forces_ev_per_angstrom": [[-0.19, -0.50, -0.09], [0.01, -0.02, 0.02], [0.04, 0.03, -0.03], [-0.03, 0.02, 0.02], [-0.02, -0.01, -0.02], [-0.06, 0.18, 0.14], [-0.16, -0.15, -0.11], [0.06, 0.03, 0.06], [-0.05, 0.25, -0.10], [0.22, -0.14, 0.13], [-0.13, 0.01, 0.06], [0.02, -0.04, -0.10], [0.06, -0.05, 0.01], [-0.05, 0.00, 0.00], [-0.01, 0.05, 0.11], [0.16, -0.11, -0.34], [-0.04, 0.01, -0.05], [-0.01, 0.05, -0.01], [-0.01, 0.00, 0.06], [-0.04, -0.05, -0.01], [0.03, -0.03, -0.01], [-0.03, -0.04, 0.03], [0.02, 0.01, -0.03], [-0.01, 0.02, 0.03], [0.42, 0.21, -0.04], [-0.35, -0.07, 0.07], [-0.27, -0.31, -0.04], [0.23, -0.02, -0.02], [-0.03, 0.07, 0.05], [0.02, 0.05, -0.02], [-0.01, -0.06, -0.05], [-0.03, -0.03, 0.08], [-0.01, -0.02, 0.00], [-0.01, 0.02, 0.01], [0.00, 0.01, -0.01], [-0.01, 0.01, 0.00], [0.01, 0.00, -0.03], [0.01, -0.03, 0.01], [-0.01, 0.00, 0.00], [0.00, -0.01, 0.01], [0.00, 0.01, 0.01], [0.00, -0.01, 0.00], [0.00, 0.04, 0.00], [-0.01, 0.02, -0.01], [0.00, -0.01, 0.00], [0.02, -0.02, -0.02], [0.00, 0.01, 0.01], [0.01, -0.01, 0.00], [0.00, 0.00, 0.00], [0.01, -0.01, 0.00], [0.01, 0.06, -0.03], [-0.04, 0.00, 0.01], [0.02, -0.03, -0.02], [0.02, 0.00, -0.01], [0.00, 0.01, 0.00], [-0.01, 0.01, 0.01], [0.00, -0.01, 0.01], [0.02, 0.01, 0.01], [-0.01, 0.00, 0.00], [-0.01, -0.01, 0.00], [0.00, 0.00, 0.01], [0.01, 0.00, -0.02], [-0.02, 0.06, 0.03], [0.00, -0.01, 0.01], [0.01, 0.00, -0.02], [0.00, 0.01, 0.01], [0.04, 0.00, -0.02], [0.02, 0.00, 0.01], [0.00, -0.01, -0.01], [0.00, 0.09, -0.04], [0.03, 0.03, 0.03], [-0.04, -0.02, 0.02], [-0.09, -0.04, -0.04], [0.01, -0.23, -0.09], [0.31, 0.16, 0.08], [-0.41, 0.03, 0.02], [0.35, -0.25, -0.06], [0.03, 0.22, 0.10], [-0.39, 0.40, 0.08], [-0.06, -0.42, -0.17], [0.33, 0.70, 0.20], [0.06, 0.04, 0.03], [-0.01, 0.01, 0.00], [0.02, 0.00, 0.01], [-0.04, -0.09, -0.05], [-0.02, -0.01, 0.00], [0.02, 0.01, -0.03], [0.03, -0.10, -0.01], [0.00, -0.03, -0.04], [0.02, 0.09, 0.04], [-0.28, -0.04, 0.14], [0.33, -0.04, -0.20], [0.00, 0.00, 0.01], [-0.01, 0.01, 0.00], [0.00, -0.01, 0.00], [-0.01, 0.01, 0.01], [0.00, -0.01, 0.00], [0.01, 0.01, 0.02], [0.00, 0.00, 0.00], [0.05, -0.03, 0.00], [-0.05, -0.04, -0.01], [-0.03, -0.03, 0.01], [0.07, 0.15, 0.03], [-0.08, -0.02, 0.09], [-0.01, -0.02, -0.07], [0.03, 0.01, 0.05], [0.00, 0.00, 0.00], [-0.02, -0.04, 0.05], [-0.04, -0.01, 0.01], [0.01, 0.02, -0.01], [0.04, 0.00, -0.01]], "lowdin_spin": [2.9498, 0.0002, 0.0001, 0.0001, 0.0002, 0.0040, 0.0069, 0.0012, 0.0012, 0.0049, 0.0006, 0.0015, 0.0000, 0.0021, 0.0019, 0.0174, 0.0003, 0.0001, 0.0001, 0.0002, 0.0002, 0.0001, 0.0001, 0.0000, 0.0037, 0.0180, 0.0057, 0.0073, 0.0005, 0.0004, 0.0002, -0.0001, 0.0000, 0.0000, 0.0000, 0.0000, 0.0000, 0.0001, 0.0000, 0.0001, 0.0000, 0.0006, 0.0000, -0.0001, 0.0000, 0.0000, 0.0000, 0.0000, 0.0000, 0.0000, 0.0000, 0.0001, 0.0000, 0.0000, 0.0000, 0.0000, 0.0000, 0.0000, 0.0000, 0.0000, 0.0000, 0.0000, 0.0004, 0.0001, 0.0000, 0.0001, 0.0000, 0.0000, 0.0000, -0.0001, 0.0000, 0.0000, 0.0007, 0.0037, 0.0013, 0.0008, 0.0054, 0.0157, 0.0042, 0.0070, 0.0179, 0.0006, 0.0000, 0.0001, -0.0002, -0.0001, -0.0002, -0.0022, -0.0011, -0.0007, -0.0124, -0.0025, 0.0000, -0.0001, 0.0000, -0.0001, -0.0001, -0.0002, -0.0001, 0.0000, 0.0000, 0.0002, -0.0053, -0.0596, -0.0019, 0.0002, 0.0002, 0.0008, -0.0019, 0.0002, -0.0006]}